Below is a 2-piece molecular cluster, C38H35NO2P overall, with properties calculated with ωB97M-V with the def2-TZVPD basis set.

Geometry as XYZ:
```
77
Properties=species:S:1:pos:R:3:lowdin_charge:R:1
C -4.430 0.797 -1.736 0.02
N -3.511 1.209 -0.691 -0.04
C -2.808 0.356 0.101 0.08
C -2.064 1.095 1.053 -0.12
C -1.197 0.530 1.988 0.08
C -0.526 1.308 3.005 -0.22
C 0.355 2.349 2.657 -0.06
C 0.975 3.118 3.630 -0.07
C 0.695 2.888 4.983 -0.06
C -0.184 1.862 5.355 -0.06
C -0.776 1.066 4.380 0.00
C -2.426 2.505 0.832 -0.09
C -2.214 3.689 1.519 0.00
C -2.773 4.877 1.024 -0.05
C -3.575 4.880 -0.133 -0.05
C -3.855 3.681 -0.803 0.01
C -3.268 2.529 -0.300 -0.16
H -4.899 1.691 -2.151 0.09
H -3.897 0.258 -2.530 0.08
H -5.201 0.126 -1.332 0.12
H -2.871 -0.722 -0.011 0.15
H -1.292 -0.547 2.147 0.13
H 0.535 2.533 1.591 0.14
H 1.661 3.911 3.322 0.12
H 1.157 3.520 5.743 0.12
H -0.405 1.681 6.409 0.12
H -1.443 0.242 4.647 0.12
H -1.639 3.677 2.444 0.11
H -2.587 5.815 1.552 0.11
H -3.990 5.817 -0.503 0.11
H -4.504 3.624 -1.672 0.11
C 3.355 0.357 4.257 -0.06
C 3.386 0.064 2.783 -0.23
O 2.030 -0.140 2.340 -0.04
C 2.029 -0.466 1.024 -0.58
C 0.758 -0.913 0.491 -0.17
P 0.919 -1.601 -1.098 1.05
C 1.319 -0.294 -2.276 -0.30
C 2.357 -0.417 -3.209 -0.05
C 2.620 0.631 -4.096 -0.06
C 1.870 1.808 -4.029 -0.07
C 0.857 1.949 -3.072 -0.07
C 0.591 0.901 -2.186 -0.09
C 2.050 -2.977 -1.463 -0.29
C 1.939 -3.607 -2.715 -0.10
C 2.789 -4.661 -3.054 -0.07
C 3.746 -5.104 -2.134 -0.07
C 3.857 -4.488 -0.884 -0.06
C 3.018 -3.421 -0.550 -0.05
C -0.706 -2.267 -1.535 -0.30
C -1.472 -1.730 -2.579 -0.08
C -2.763 -2.209 -2.796 -0.10
C -3.278 -3.233 -1.998 -0.07
C -2.493 -3.799 -0.988 -0.07
C -1.203 -3.321 -0.759 -0.08
O 3.082 -0.398 0.362 0.01
H 4.379 0.444 4.622 0.08
H 2.852 1.303 4.465 0.05
H 2.866 -0.448 4.815 0.09
H 3.840 0.893 2.225 0.13
H 3.956 -0.855 2.593 0.13
H -0.022 -1.275 1.136 0.03
H 2.961 -1.323 -3.246 0.11
H 3.414 0.519 -4.837 0.11
H 2.079 2.625 -4.721 0.11
H 0.271 2.867 -3.007 0.11
H -0.175 1.006 -1.417 0.10
H 1.194 -3.263 -3.436 0.11
H 2.703 -5.126 -4.037 0.11
H 4.409 -5.931 -2.395 0.11
H 4.602 -4.825 -0.162 0.11
H 3.126 -2.915 0.407 0.10
H -1.054 -0.959 -3.227 0.11
H -3.361 -1.784 -3.606 0.11
H -4.289 -3.597 -2.167 0.11
H -2.877 -4.618 -0.377 0.11
H -0.576 -3.768 0.016 0.12
```

HOMO level   -10.28 eV
E_tot   -54841.51150 eV
Molar mass   568.677 Da
Net charge   +1
Multiplicity   1
Lowest unoccupied orbital energy   -4.4 eV
Orbital gap   5.848 eV